(1)
ORCA calculation (ωB97M-V/def2-TZVPD) on a structure of composition C4H2O2PS.

Each line ends with the Löwdin charge.
Geometry (Å):
C  1.03949  0.26174  -0.64214  -0.520
C  1.53561  -0.52684  0.33405  -0.539
C  -0.70372  -1.63738  -0.54388  -0.798
C  -1.83601  0.88880  0.40203  -0.691
O  -2.90534  1.00739  -0.05340  0.060
O  -1.08216  1.12864  1.26878  0.070
P  -0.52451  -0.12011  -1.37036  0.741
S  0.50760  -1.91227  0.65838  0.672
H  1.63388  1.02898  -0.88683  -0.011
H  2.33516  -0.11895  0.83337  0.016

Cartesian forces, eV/Å:
C -1.2 -2.3 0.8
C -2.3 -0.3 -1.4
C -0.1 -0.3 1.2
C -0.1 0.7 1.1
O -1.4 -0.3 -1.1
O 1.0 -0.2 0.5
P 0.7 -1.1 -0.3
S -0.5 0.6 -1.2
H 1.9 3.3 -1.0
H 2.0 0.0 1.6

max |F|	3.9	eV Å⁻¹
LUMO level	3.52	eV
E_HOMO	-3.893	eV
net charge	-1
energy above the lowest of the compared OMol25 structures with the same formula, charge and spin	0.0	kJ/mol


(2)
ORCA calculation (ωB97M-V/def2-TZVPD) on a cluster of 2 separate species, C3H4O in total.

Each line ends with the Löwdin charge.
Geometry (Å):
C  2.33321  -1.24078  0.60176  -0.004
C  -0.79547  -0.02644  -0.25976  -0.070
C  0.23041  0.38224  0.42397  -0.162
O  2.00855  -1.71522  1.56876  0.039
H  -0.82926  0.30893  -1.29124  0.048
H  -1.61002  -0.68587  0.09026  0.070
H  0.13835  0.11930  1.37052  -0.009
H  0.97578  1.12727  0.05053  0.089

Cartesian forces, eV/Å:
C 0.4 -0.2 0.0
C -1.2 -0.3 -2.3
C 0.5 2.3 -2.6
O 0.1 -0.1 0.1
H -0.5 -0.3 -0.2
H 0.7 0.5 0.0
H 0.8 -0.8 4.6
H -0.7 -1.0 0.4

max |F|	4.7	eV Å⁻¹
LUMO level	1.13	eV
E_HOMO	-10.288	eV
energy above the lowest of the compared OMol25 structures with the same formula, charge and spin	66.5	kJ/mol


(3)
ORCA calculation (ωB97M-V/def2-TZVPD) on an isolated molecule of C5H9F.

Each line ends with the Löwdin charge.
Geometry (Å):
F  1.93830  -0.83596  -0.26759  -0.077
C  1.72747  0.39068  0.35756  -0.193
C  0.37620  0.93652  -0.18471  -0.135
C  -0.63280  -0.24438  -0.24503  -0.317
C  -1.64607  -0.32360  0.83006  -0.154
C  -2.06259  0.05236  -0.54264  -0.148
H  1.68960  0.21463  1.44042  0.114
H  2.57715  1.07021  0.17758  0.112
H  -0.04041  1.70544  0.44438  0.104
H  0.53125  1.35044  -1.18334  0.109
H  -0.18989  -1.19219  -0.72450  0.161
H  -1.70293  0.44960  1.60516  0.106
H  -1.92093  -1.32921  1.19074  0.106
H  -2.41756  1.11171  -0.75315  0.129
H  -2.54424  -0.72648  -1.08043  0.083

Cartesian forces, eV/Å:
F 0.7 0.2 0.1
C -0.9 0.7 0.2
C 0.3 -1.7 -0.3
C 1.8 0.2 -1.1
C -0.5 -1.0 1.4
C -0.5 1.6 -0.5
H -0.1 -0.1 -0.2
H -0.3 -0.4 -0.2
H 0.0 0.4 0.3
H 0.0 0.0 0.0
H -1.0 1.6 1.1
H 0.3 -0.3 -0.3
H 0.0 0.7 -0.2
H 0.6 -1.5 0.3
H -0.6 -0.2 -0.5

max |F|	2.2	eV Å⁻¹
LUMO level	1.22	eV
E_HOMO	-10.320	eV
energy above the lowest of the compared OMol25 structures with the same formula, charge and spin	82.3	kJ/mol
SMILES	FCCC1CC1


(4)
ORCA calculation (ωB97M-V/def2-TZVPD) on a structure of composition C4H40B8Ca2O.

Each line ends with the Löwdin charge.
Geometry (Å):
Ca  0.29759  1.58172  1.08517  1.191
Ca  1.51822  -2.60055  -0.69601  1.085
B  0.72848  -4.32600  0.72117  -0.527
H  -0.11098  -3.84824  0.16852  -0.075
H  1.24702  -3.61047  1.40031  -0.064
H  0.32263  -5.18030  1.39273  -0.057
H  1.46966  -4.72653  -0.01008  -0.067
B  -0.23337  -3.24425  -2.92420  -0.483
H  -0.99785  -2.58847  -3.48651  -0.058
H  0.71749  -3.17528  -3.57374  -0.051
H  -0.08220  -2.83567  -1.88098  -0.138
H  -0.60887  -4.34690  -2.87230  -0.080
B  0.13585  2.18169  -1.32359  -0.482
H  0.99644  1.62683  -0.86372  -0.069
H  -0.41411  2.72945  -0.51670  -0.119
H  0.46778  2.88755  -2.17200  -0.032
H  -0.58066  1.38476  -1.73165  -0.007
B  1.50534  1.13212  3.20406  -0.483
H  1.48800  -0.01030  3.27742  -0.036
H  2.04889  1.34723  2.24726  -0.077
H  0.46237  1.55484  3.13678  -0.116
H  2.07991  1.54079  4.12322  -0.053
B  -0.05234  0.14447  -4.36947  -0.532
H  0.02289  -0.19846  -3.27448  -0.075
H  -1.01938  -0.22063  -4.90487  -0.102
H  0.02120  1.30860  -4.36170  -0.101
H  0.93967  -0.18650  -4.87624  -0.083
B  2.75637  -1.22471  -2.37441  -0.506
H  2.60059  -2.28916  -2.67366  -0.084
H  1.74466  -0.81324  -2.14666  -0.055
H  3.19036  -1.38200  -1.35964  -0.111
H  3.36961  -0.62220  -3.14256  -0.030
B  3.09891  -1.22117  1.16551  -0.487
H  2.42447  -0.53935  0.57754  -0.060
H  4.21134  -1.02498  0.90171  -0.050
H  2.96506  -1.06168  2.30148  -0.055
H  2.81619  -2.29920  1.03230  -0.105
B  -0.33037  -0.68398  0.38787  -0.509
H  0.16771  -0.79597  1.39258  -0.017
H  -0.71719  -1.69134  0.06954  -0.018
H  -1.13557  0.08592  0.55362  -0.058
H  0.39697  -0.28314  -0.33475  -0.063
C  -4.03818  2.52215  1.70770  -0.166
C  -3.51439  3.40920  2.85982  -0.169
C  -2.00880  3.04535  2.90878  -0.204
O  -1.80444  2.32271  1.72618  -0.293
C  -2.83695  2.49451  0.75388  -0.168
H  -4.91121  3.01756  1.27496  0.099
H  -4.27320  1.52761  2.08263  0.114
H  -3.96665  3.11569  3.81104  0.092
H  -3.71963  4.46021  2.65698  0.094
H  -1.66042  2.45328  3.75417  0.118
H  -1.44267  3.98537  2.96363  0.116
H  -2.98834  1.72270  0.00466  0.140
H  -2.76390  3.44837  0.22672  0.125

Cartesian forces, eV/Å:
Ca 0.6 -1.8 -1.1
Ca 0.2 1.8 -0.6
B -1.0 -1.8 1.7
H -2.1 0.9 -1.2
H 1.1 1.8 1.6
H -0.6 -1.5 0.9
H 2.1 -1.4 -2.0
B -0.3 -0.5 -1.1
H -1.3 0.8 -0.6
H 1.5 -0.1 -0.7
H -0.4 0.7 1.6
H -0.6 -1.9 0.2
B -0.1 0.3 -2.0
H 2.4 -0.9 0.6
H -1.6 2.2 2.2
H 0.5 1.2 -1.0
H -1.0 -0.9 -0.5
B 0.8 -0.5 1.8
H -0.4 -1.3 0.2
H 1.6 0.8 -1.9
H -2.6 1.2 0.7
H 0.8 0.9 1.3
B 0.3 0.4 -0.1
H -0.3 -0.5 1.3
H -1.5 -0.6 -1.0
H -0.2 2.0 -0.1
H 1.3 -0.8 -1.1
B 0.9 0.5 -0.6
H -0.3 -2.9 -1.5
H -2.4 1.2 0.2
H 2.1 0.2 2.4
H 1.0 0.9 -0.9
B 1.2 0.5 1.1
H -1.3 1.5 -1.1
H 1.7 0.2 -0.6
H -0.1 0.2 1.6
H -0.2 -2.5 -0.5
B -0.6 -1.1 0.7
H 1.1 -0.2 2.3
H -1.0 -1.8 -0.6
H -2.5 1.5 0.0
H 1.9 1.1 -2.0
C -0.1 1.2 0.2
C -0.1 -1.2 0.6
C -0.9 1.1 -0.1
O 1.0 -0.5 -1.0
C -1.7 0.5 1.2
H -0.1 -0.4 -0.1
H 0.0 -0.1 -0.2
H -0.2 0.3 0.0
H 0.2 0.0 0.1
H -0.3 -0.3 -0.1
H 0.3 -0.1 -0.4
H 1.2 -0.4 0.2
H 0.4 0.1 0.0

max |F|	3.6	eV Å⁻¹
LUMO level	7.13	eV
E_HOMO	4.171	eV
net charge	-4
energy above the lowest of the compared OMol25 structures with the same formula, charge and spin	0.0	kJ/mol